# C3H6O2

An isolated molecule of C3H6O2 in a non-equilibrium geometry (the ωB97M-V functional and the def2-TZVPD basis, the Open Molecules 2025 dataset).

Properties
Energy above the lowest of the compared OMol25 structures with the same formula, charge and spin   48.5 kJ/mol
Spin multiplicity   1
Structure (SMILES)   CCC(=O)O
Orbital gap   11.34 eV
Lowest unoccupied orbital energy   0.793 eV
HOMO energy   -10.544 eV
Calculated total energy   -268.38677 hartree
Max |F|   0.059 hartree/bohr

CARTESIAN COORDINATES (ANGSTROEM)
C -1.155 0.441 -0.303
C 0.295 0.837 -0.019
C 1.052 -0.447 0.110
O 2.160 -0.687 -0.260
O 0.227 -1.485 0.693
H -1.823 1.274 -0.099
H -1.271 0.091 -1.325
H -1.320 -0.494 0.405
H 0.745 1.439 -0.810
H 0.375 1.354 0.940
H 0.714 -2.323 0.669

Forces on atoms 1 to 6 (eV/Å):
C -0.29 -1.41 1.67
C -0.40 -0.52 0.01
C -0.47 -1.95 0.39
O -0.01 0.03 0.14
O 1.65 1.06 -0.55
H -0.21 -0.15 -0.05